{"formula": "C13H16O12P2S3", "method": "ωB97M-V/def2-TZVPD", "spin_multiplicity": 1, "charge": -2, "homo_ev": 0.175, "max_force_ev_per_a": 3.2, "lumo_ev": 2.77, "species": ["C", "C", "C", "O", "C", "O", "C", "S", "O", "P", "O", "O", "O", "P", "S", "O", "C", "O", "C", "S", "H", "H", "H", "H", "H", "H", "H", "H", "H", "H", "H", "H", "H", "H", "C", "C", "C", "O", "C", "C", "C", "O", "O", "O", "H", "H"], "coordinates": [[3.945579, -1.045399, 2.884509], [4.558211, -0.934302, 1.483950], [4.517614, -2.255987, 0.659507], [3.808657, -3.326199, 1.336228], [3.395225, -4.213222, 0.347507], [4.213472, -4.746435, -0.292379], [1.905368, -4.404910, 0.116885], [1.384989, -3.197449, -1.175613], [1.239634, -1.780158, -0.265181], [-0.306277, -1.196477, -0.479236], [-0.454625, -0.831038, -1.868996], [-1.328631, -2.457759, -0.203075], [-0.609666, -0.003654, 0.552466], [-2.187717, 0.696182, 0.170670], [-2.032240, 2.226376, -0.953945], [3.850566, 0.101927, 0.768040], [4.653835, 0.846493, -0.052523], [4.608659, 2.004619, 0.029061], [5.635204, 0.196554, -1.068698], [6.101353, 1.267837, -2.450656], [3.895586, -0.061501, 3.366290], [4.482796, -1.766864, 3.521442], [2.937417, -1.474505, 2.758759], [5.614212, -0.626398, 1.585951], [3.943448, -2.033381, -0.257476], [5.533292, -2.536911, 0.342197], [1.381285, -4.076612, 1.030825], [1.656413, -5.428012, -0.178666], [-1.155580, -2.715010, 0.721683], [-2.881399, -0.327177, -0.521229], [-2.808161, 0.996881, 1.408658], [6.517117, -0.150931, -0.507951], [5.146023, -0.720193, -1.442268], [4.923499, 1.428439, -3.106552], [-7.022251, 2.173836, -0.908040], [-5.984148, 2.748892, -0.202021], [-6.162401, 4.256694, 0.076366], [-5.361208, 4.908715, 0.760421], [-7.309188, 4.923558, -0.493028], [-8.346386, 4.352386, -1.214594], [-8.218892, 2.823206, -1.400702], [-9.089136, 2.139806, -1.952899], [-9.343087, 4.932222, -1.708744], [-4.943583, 2.180182, 0.227830], [-6.980130, 1.111308, -1.136755], [-7.324751, 5.994369, -0.308020]], "forces_ev_per_a": [[-0.5, -0.5, -0.4], [0.2, -0.6, 0.3], [-0.2, 0.7, -0.2], [-0.8, 0.5, -0.7], [-1.0, 0.5, 1.5], [1.8, -1.6, -1.9], [0.0, 1.6, 1.2], [0.6, -0.3, -0.1], [-1.1, -0.3, 1.0], [-0.6, 0.1, -0.9], [0.0, 0.2, -0.9], [1.5, 1.1, 1.4], [-0.2, -2.2, -0.1], [-0.7, 2.4, -1.5], [0.4, -0.2, 0.3], [0.7, -0.7, 0.0], [0.6, -1.5, -0.3], [-0.4, 3.2, 0.1], [-1.5, -1.2, 0.3], [0.3, 0.1, 0.0], [0.0, -0.3, -0.2], [0.1, 0.4, -0.3], [0.2, 0.5, 0.2], [-0.3, 0.0, -0.1], [0.3, 0.0, 0.3], [-0.3, -0.3, 0.4], [-0.1, -0.5, -0.3], [0.1, 0.3, -0.1], [-0.6, -0.3, -0.2], [0.3, -0.2, 0.8], [0.4, -0.7, -0.1], [0.0, 0.4, -0.5], [0.3, 0.3, 0.0], [0.2, -0.3, 0.6], [-0.5, -0.3, -0.4], [0.2, 0.4, 0.3], [-1.0, 1.0, -0.3], [0.5, -0.5, 0.2], [0.7, 0.2, 0.4], [-0.5, -0.3, -0.4], [0.9, -0.9, 0.3], [-0.4, 0.4, -0.2], [0.2, 0.0, 0.1], [0.1, -0.4, 0.1], [0.1, 0.0, 0.1], [-0.1, 0.0, 0.0]]}

{"formula": "C13H16O2", "method": "ωB97M-V/def2-TZVPD", "spin_multiplicity": 1, "charge": 0, "homo_ev": -8.499, "max_force_ev_per_a": 3.7, "e_above_lowest_ev": 2.2518, "lumo_ev": 0.75, "species": ["C", "O", "C", "C", "C", "C", "C", "C", "O", "C", "C", "C", "C", "C", "C", "H", "H", "H", "H", "H", "H", "H", "H", "H", "H", "H", "H", "H", "H", "H", "H"], "coordinates": [[3.310895, -2.436604, -0.162362], [2.847058, -1.120057, -0.596097], [1.840522, -0.509916, 0.274058], [1.402490, 0.734913, 0.140013], [2.104643, 1.639591, -0.872541], [0.362427, 1.251652, 1.087360], [-0.668713, 2.384040, 0.811805], [-1.583177, 2.047038, -0.320242], [-1.660166, 2.759180, -1.274583], [-1.970890, 0.580604, -0.396633], [-1.599068, -0.363701, -1.369242], [-1.988194, -1.736207, -1.232078], [-2.612228, -2.121842, -0.059967], [-3.002292, -1.126579, 0.902920], [-2.807571, 0.209928, 0.680412], [3.621281, -2.302735, 0.856946], [4.136259, -2.716508, -0.775970], [2.693261, -3.312207, -0.262841], [1.374382, -1.082247, 1.024471], [2.301195, 2.582467, -0.326561], [1.693462, 1.636588, -1.866398], [3.085440, 1.294164, -0.911106], [-0.191162, 0.365125, 1.331633], [0.944474, 1.600553, 1.969307], [-1.270755, 2.352193, 1.677101], [-0.404384, 3.441368, 0.615206], [-0.859184, -0.021032, -2.118221], [-1.723786, -2.453153, -1.940577], [-2.666320, -3.169419, 0.108065], [-3.598159, -1.370124, 1.671243], [-3.111732, 0.962918, 1.334878]], "forces_ev_per_a": [[0.0, 1.5, 0.2], [-1.9, -0.1, 1.5], [1.2, -0.4, -1.9], [1.0, 0.6, -2.0], [-0.6, 0.3, 2.3], [1.0, 0.9, 0.8], [0.0, 0.1, -0.7], [2.2, -2.3, -1.5], [-0.9, 1.2, -1.0], [-1.5, -0.2, 0.3], [0.4, 0.4, 0.5], [0.2, 2.7, 1.6], [0.3, 1.9, 0.4], [0.9, -0.4, -3.4], [1.9, -1.5, -1.8], [0.3, -0.4, 0.6], [0.9, 0.4, -0.4], [-1.4, 0.2, 0.0], [-0.1, -1.4, 0.7], [-0.9, 0.3, -1.0], [-0.4, 0.6, -0.2], [1.8, -1.0, -0.6], [-0.5, -0.2, 0.7], [-0.6, -0.2, -0.2], [-0.7, 0.3, 1.4], [0.7, -0.7, 0.3], [-0.8, -0.4, 0.1], [0.5, -0.9, -1.1], [-0.6, -0.7, 0.4], [-1.8, -1.3, 2.9], [-0.7, 0.8, 1.2]]}

{"formula": "C13H16O4", "method": "ωB97M-V/def2-TZVPD", "spin_multiplicity": 1, "charge": 0, "homo_ev": -9.376, "max_force_ev_per_a": 4.3, "e_above_lowest_ev": 0.5420, "lumo_ev": 0.05, "species": ["C", "C", "C", "C", "C", "O", "C", "C", "C", "C", "O", "O", "C", "C", "C", "C", "O", "H", "H", "H", "H", "H", "H", "H", "H", "H", "H", "H", "H", "H", "H", "H", "H"], "coordinates": [[-1.741342, -1.127596, -2.230993], [-0.308522, -0.740808, -1.806713], [0.560479, -1.958048, -1.376688], [0.007720, -2.704657, -0.136401], [-0.532170, -1.762158, 0.947912], [-0.802868, -2.273357, 2.033281], [-0.497198, -0.274203, 0.735808], [-0.535788, 0.704223, 1.901174], [0.854731, 0.799894, 2.516668], [0.798745, 1.771916, 3.670174], [0.322220, 1.441226, 4.752220], [1.310508, 2.991231, 3.410401], [-0.371750, 0.149406, -0.604596], [-0.066511, 1.568442, -0.955892], [0.696552, 1.498772, -2.260874], [0.318566, 0.148037, -2.839499], [0.469703, -0.169361, -4.017953], [-1.665335, -1.895376, -3.027664], [-2.314174, -0.259709, -2.608616], [-2.273743, -1.606987, -1.363325], [1.585218, -1.593925, -1.129647], [0.655212, -2.630582, -2.250586], [0.848108, -3.284614, 0.300642], [-0.791468, -3.386481, -0.465834], [-1.319871, 0.377560, 2.635018], [-0.875513, 1.701265, 1.561722], [1.594602, 1.060581, 1.796215], [1.163587, -0.156383, 2.934781], [1.211531, 3.508269, 4.239742], [0.527896, 2.136949, -0.191882], [-1.019582, 2.057665, -1.122120], [1.754799, 1.561064, -2.144224], [0.435657, 2.347744, -2.902251]], "forces_ev_per_a": [[-0.1, -1.1, 0.0], [-0.5, -0.4, 1.6], [0.4, -0.1, -0.6], [0.2, 0.7, -1.0], [0.5, -0.5, 1.5], [-0.1, 0.9, -0.9], [-0.2, 0.2, -3.4], [-1.0, -0.6, -0.4], [-0.4, 0.1, 1.1], [-0.4, -1.2, 1.6], [0.8, 1.1, -1.6], [-0.3, 0.1, 0.6], [0.4, -0.5, 4.2], [0.5, 0.7, 0.7], [-1.0, 0.3, -0.5], [0.7, -0.3, -2.9], [-0.2, 0.4, 1.9], [-0.2, 0.5, 0.2], [0.3, -0.5, 0.3], [0.4, 0.6, -0.8], [-0.6, -0.1, -0.3], [0.0, 0.2, 0.5], [-0.8, 0.2, -0.1], [0.2, 0.1, 0.4], [1.0, 0.1, -0.4], [0.3, -0.5, 0.0], [0.5, 0.5, -0.7], [-0.2, -0.1, 0.1], [0.0, -0.3, -0.5], [-0.9, -0.6, -0.4], [-0.2, 0.5, 0.0], [0.9, -0.2, 0.3], [0.0, -0.4, -0.3]]}

{"formula": "C13H17AsCl3N2O8PdS2", "method": "ωB97M-V/def2-TZVPD", "spin_multiplicity": 1, "charge": -1, "homo_ev": [-5.741, -5.740], "max_force_ev_per_a": 1.1, "e_above_lowest_ev": 1.4113, "lumo_ev": [1.50, 1.50], "species": ["Pd", "O", "As", "O", "O", "C", "C", "C", "C", "C", "C", "S", "O", "O", "O", "H", "H", "H", "H", "H", "C", "C", "N", "C", "S", "N", "C", "C", "H", "H", "H", "H", "H", "H", "H", "H", "H", "H", "H", "H", "Cl", "C", "Cl", "Cl", "C", "O", "O"], "coordinates": [[0.149410, -0.119517, -0.507258], [-1.006022, 2.397825, -1.741171], [-1.378927, 2.517997, -0.016666], [-2.750544, 3.406700, 0.092247], [-1.354090, 0.977558, 0.687572], [0.085418, 3.584085, 0.705261], [-0.329895, 4.853559, 1.087589], [0.562437, 5.754911, 1.656439], [1.883535, 5.396164, 1.853115], [2.321508, 4.132357, 1.486489], [1.430021, 3.225813, 0.923746], [2.118822, 1.647832, 0.486929], [3.537057, 1.735378, 0.717659], [1.699377, 1.398281, -0.944656], [1.479115, 0.632578, 1.324941], [-0.080665, 2.179386, -1.919563], [-1.369664, 5.109530, 0.923043], [0.222207, 6.745565, 1.933819], [2.581207, 6.098345, 2.293561], [3.350457, 3.832404, 1.623414], [3.310769, -2.819496, 3.328334], [2.756965, -1.862691, 2.287149], [1.423005, -2.261182, 1.815313], [0.996442, -2.402787, 0.550487], [-0.720934, -2.059503, 0.287465], [1.742389, -2.793271, -0.451469], [3.075116, -3.396955, -0.468792], [4.119535, -2.460100, -1.064643], [4.239692, -2.427252, 3.745509], [3.511885, -3.804515, 2.899595], [2.599649, -2.953762, 4.146422], [3.421029, -1.778886, 1.441456], [2.659896, -0.857406, 2.693552], [0.669729, -1.947412, 2.409355], [1.288414, -2.800864, -1.381665], [2.990144, -4.278826, -1.104350], [3.339454, -3.738737, 0.527105], [3.857083, -2.231176, -2.098409], [5.103423, -2.934395, -1.052994], [4.178338, -1.515177, -0.522537], [2.029505, -1.806814, -5.673346], [0.723947, -0.997772, -4.779111], [0.974822, 0.748624, -4.879218], [-0.844424, -1.418313, -5.516334], [0.661154, -1.487396, -3.288777], [1.164537, -2.588899, -3.051641], [0.059854, -0.688615, -2.537129]], "forces_ev_per_a": [[-0.6, -0.4, -0.8], [0.1, 0.0, -0.1], [-0.8, -0.2, 0.2], [0.4, -0.2, 0.1], [0.5, 0.6, -0.4], [0.4, -0.1, 0.2], [0.1, 0.0, 0.0], [-0.1, 0.1, 0.0], [0.0, 0.1, 0.1], [-0.2, -0.1, -0.1], [-0.2, 0.4, -0.1], [-0.1, -0.4, 0.1], [0.2, 0.1, -0.6], [-0.2, 0.2, 0.8], [0.1, 0.2, 0.3], [0.0, 0.0, 0.1], [0.0, 0.0, 0.0], [0.0, 0.0, 0.0], [0.0, 0.0, 0.0], [0.0, 0.0, 0.0], [0.0, -0.1, 0.0], [-0.2, -0.1, 0.1], [0.1, 0.0, 0.0], [-0.1, -0.1, 0.7], [0.2, 0.1, -0.3], [0.1, -0.5, -0.1], [-0.1, 0.3, 0.0], [0.0, 0.0, 0.0], [0.0, 0.0, 0.0], [0.0, 0.0, 0.0], [0.0, 0.0, 0.0], [0.1, 0.1, -0.2], [0.0, 0.0, 0.0], [0.0, 0.1, 0.0], [0.0, 0.1, 0.0], [0.0, -0.1, 0.0], [0.0, 0.0, 0.1], [0.0, 0.0, 0.0], [0.0, 0.0, 0.0], [0.0, 0.0, 0.0], [-0.1, 0.0, 0.0], [0.0, 0.0, -0.2], [0.0, 0.0, 0.0], [0.1, 0.0, 0.0], [0.1, -0.1, 0.1], [-0.1, 0.1, 0.0], [0.4, -0.1, -0.1]]}

{"formula": "C13H17BIMgN3", "method": "ωB97M-V/def2-TZVPD", "spin_multiplicity": 1, "charge": 0, "homo_ev": -8.209, "max_force_ev_per_a": 7.3, "e_above_lowest_ev": 2.6436, "lumo_ev": -0.79, "species": ["C", "C", "H", "H", "H", "H", "H", "H", "C", "C", "C", "C", "H", "H", "H", "H", "N", "C", "C", "N", "C", "C", "C", "H", "H", "C", "H", "H", "Mg", "I", "B", "C", "N", "H", "H", "H"], "coordinates": [[1.642782, 2.893578, 0.595004], [2.873881, 1.312050, 0.199168], [1.391931, 3.495048, -0.294862], [2.496085, 3.386914, 1.087135], [0.881729, 2.748290, 1.383277], [2.893205, 0.894547, -0.822115], [3.749123, 1.973141, 0.281534], [2.871077, 0.623134, 1.063951], [-2.325169, 1.644074, -0.546002], [-3.608179, 1.408912, -1.068122], [-3.823666, 0.223855, -1.778332], [-2.773124, -0.676529, -1.933944], [-2.085400, 2.572281, -0.017658], [-4.388911, 2.149828, -0.912293], [-4.797806, -0.000788, -2.211409], [-2.889422, -1.599793, -2.497182], [-1.335424, 0.760038, -0.677635], [-1.519626, -0.399146, -1.345190], [-0.379802, -1.351222, -1.427144], [0.805844, -0.985048, -0.899587], [1.837746, -1.841640, -0.878618], [0.540732, -3.527217, -1.991893], [1.737004, -3.132535, -1.404311], [2.764136, -1.480495, -0.421030], [2.607295, -3.793015, -1.342223], [-0.533965, -2.628554, -2.013170], [-1.483964, -2.890179, -2.453884], [0.420230, -4.515923, -2.430726], [0.954609, 1.202813, -0.087034], [0.981187, 2.250861, -2.797300], [-0.005480, -0.268684, 4.394862], [0.255706, 0.170618, 2.934734], [0.446147, 0.498338, 1.833222], [-1.057042, 0.234257, 4.747440], [0.924289, 0.133500, 5.072190], [-0.067757, -1.484606, 4.407546]], "forces_ev_per_a": [[4.2, 1.4, 1.2], [2.3, 3.4, 1.6], [0.0, -0.8, 0.2], [-0.8, 0.1, -0.1], [0.3, -0.4, -0.5], [-0.5, 0.3, 0.3], [-0.2, -0.7, -0.2], [-0.3, 0.3, -0.5], [-0.5, -0.5, -0.4], [0.6, -0.1, 0.1], [0.3, 0.2, 0.2], [0.7, 0.0, 0.3], [-0.1, -0.4, -0.2], [0.1, -0.2, -0.1], [0.2, 0.1, 0.1], [-0.2, 0.4, 0.1], [0.7, -0.2, 0.0], [-1.1, 0.9, 0.0], [0.6, -1.0, -0.2], [0.0, 0.4, 0.2], [-0.8, -0.2, -0.3], [-0.5, 0.5, 0.0], [0.4, 0.2, 0.2], [-0.3, -0.2, -0.2], [-0.4, 0.2, -0.1], [0.7, 0.5, 0.5], [0.2, -0.2, 0.0], [0.1, 0.2, 0.1], [-5.7, -4.0, -2.2], [0.0, -0.1, 0.0], [-0.1, -0.2, 0.7], [0.1, 0.3, -1.1], [0.0, -0.1, 0.5], [0.1, 0.0, -0.1], [-0.1, 0.0, -0.1], [0.0, 0.1, 0.0]]}

{"formula": "C13H17BIN3Ru", "method": "ωB97M-V/def2-TZVPD", "s_squared": 6.03, "spin_multiplicity": 5, "charge": 2, "homo_ev": [-14.813, -15.695], "max_force_ev_per_a": 2.7, "e_above_lowest_ev": 0.4739, "lumo_ev": [-8.69, -9.52], "species": ["C", "C", "H", "H", "H", "H", "H", "H", "C", "C", "C", "C", "H", "H", "H", "H", "N", "C", "C", "N", "C", "C", "C", "H", "H", "C", "H", "H", "Ru", "I", "B", "C", "N", "H", "H", "H"], "coordinates": [[0.252736, 1.325309, 1.223406], [0.341730, -1.524781, 1.335587], [1.240234, 1.776677, 1.367966], [-0.900249, 2.081275, 2.876393], [-0.449143, 2.052275, 0.809525], [0.499308, -2.545117, 0.942499], [1.079991, -1.282844, 2.108979], [-0.676195, -1.446133, 1.753598], [0.133582, 2.579059, -1.667073], [0.178583, 3.403604, -2.783443], [0.080175, 2.832528, -4.050340], [-0.099740, 1.461708, -4.154964], [0.257235, 2.980117, -0.664438], [0.305374, 4.473453, -2.629855], [0.147302, 3.446221, -4.944877], [-0.166752, 0.949687, -5.110155], [-0.057799, 1.249216, -1.767931], [-0.187540, 0.677213, -2.992102], [-0.356215, -0.774013, -3.004792], [-0.337558, -1.382332, -1.792892], [-0.485373, -2.721833, -1.696391], [-0.583613, -2.910095, -4.099175], [-0.577357, -3.520279, -2.837674], [-0.511930, -3.108781, -0.681854], [-0.637448, -4.597874, -2.717267], [-0.482683, -1.528414, -4.180290], [-0.486901, -0.990638, -5.127659], [-0.666185, -3.504270, -5.002786], [0.312609, -0.162866, -0.124525], [2.863789, -0.250036, -0.251421], [0.069599, -0.105236, 5.075849], [-0.053436, 0.547004, 3.765978], [-0.325586, 1.222204, 2.779433], [-0.919604, 0.272678, 5.701870], [1.130800, 0.325635, 5.511438], [0.068961, -1.300422, 4.868881]], "forces_ev_per_a": [[-0.4, 1.2, 2.4], [-0.9, -0.4, 0.8], [-0.4, 0.0, 0.2], [0.1, -0.7, 0.6], [0.0, 0.1, 0.3], [0.1, 0.5, 0.2], [-0.1, -0.3, -0.2], [0.2, -0.3, 0.1], [-0.2, -0.3, -0.6], [0.1, 0.0, 0.4], [0.0, 0.0, 0.1], [-0.1, -0.7, 0.6], [0.0, 0.1, -0.4], [0.0, -0.2, -0.2], [0.0, -0.1, 0.2], [0.0, 0.4, 0.1], [0.0, 0.3, -0.3], [0.3, 1.4, -0.1], [0.0, -1.3, -0.2], [-0.2, -0.3, -0.1], [0.1, 0.3, -0.8], [0.1, -0.1, 0.5], [-0.1, 0.3, 0.3], [0.0, -0.2, -0.4], [-0.1, 0.2, -0.1], [0.0, 0.7, 0.5], [-0.1, -0.5, 0.2], [0.0, 0.0, 0.1], [1.0, -1.1, -1.6], [0.4, 0.0, -0.4], [1.5, 0.1, -0.5], [-1.0, 0.0, 1.3], [0.4, 1.0, -2.4], [-0.1, 0.0, -0.4], [-0.4, -0.1, 0.0], [-0.3, 0.0, 0.1]]}